(1)
Formula: C18H24AsIN3O3S2Tl
Source: the Open Molecules 2025 dataset
Level of theory: ωB97M-V/def2-TZVPD

Summary:
DFT total energy: -124973.80710 eV
Charge: 0
Strongest force on any atom: 0.8 eV/Å
Spin multiplicity: 1
HOMO energy: -0.289 hartree

Structure (XYZ):
```
53
Properties=species:S:1:pos:R:3:forces:R:3:lowdin_charge:R:1
Tl -0.5611 0.4920 -0.8348 0.1510 0.3034 0.1483 0.705
I -0.6386 -3.9349 0.2000 -0.1406 0.0476 0.0464 0.911
As 2.3519 2.3980 1.1717 0.5150 0.5764 0.2504 0.680
S 2.3925 1.5114 -0.7270 -0.1988 -0.2363 -0.1799 0.069
S 0.7895 -1.8502 -2.2598 0.0232 -0.1381 0.0817 0.484
O -0.5151 -1.4918 2.9680 0.3026 -0.0688 -0.1607 0.020
O -0.2417 0.7811 1.7496 -0.4892 -0.4195 0.2042 -0.284
O -1.6693 2.4006 2.2996 -0.2499 0.0061 -0.1461 0.002
N -2.3164 -1.4995 0.0294 0.0686 -0.2474 0.1749 -0.050
N 2.7246 -0.4101 -3.4597 -0.0312 0.2822 -0.0607 0.016
N 0.6763 0.2593 -3.9037 0.3448 0.0609 -0.0603 -0.009
C 0.9814 3.7207 1.4844 -0.0347 -0.1169 0.0354 -0.227
C 2.9083 0.8611 -4.1574 0.1217 0.0608 0.0487 -0.159
C -2.1269 0.2601 3.1743 0.0751 -0.0414 -0.1960 -0.084
C -1.3092 1.2260 2.3583 0.3650 0.2709 -0.0860 -0.600
C -3.4309 -0.7736 0.1304 -0.0616 -0.0623 0.1143 -0.177
C -4.1745 -0.2015 4.3752 -0.0646 0.0783 0.0870 -0.101
C -4.7555 -2.6967 0.5482 -0.0700 0.0378 -0.0118 -0.058
C -3.7273 -1.4930 4.6343 0.0509 -0.0191 -0.0458 -0.092
C -2.4040 -2.8054 0.2265 -0.0190 0.1125 0.0362 -0.760
C 1.4206 -0.6470 -3.2218 -0.1666 -0.1664 -0.2200 -0.971
C -2.4980 -1.9137 4.1657 0.0757 -0.1406 0.0295 -0.017
C 2.6679 1.1887 2.6473 -0.1630 -0.0177 -0.0163 -0.229
C -1.6893 -1.0451 3.4307 -0.2621 0.0586 -0.0431 -0.289
C 3.9321 3.5338 1.2929 -0.0039 -0.0611 0.0307 -0.278
C -4.6717 -1.3226 0.3901 0.0163 0.0128 -0.0193 -0.047
C -3.6037 -3.4577 0.4811 0.0591 -0.0515 0.0047 -0.132
C 1.5109 1.1172 -4.7381 -0.0362 0.0480 -0.0839 -0.133
C -3.3706 0.6611 3.6545 -0.0199 0.0270 0.0261 -0.031
H -5.1320 0.1302 4.7546 -0.0179 0.0033 -0.0343 0.094
H 1.4535 0.8227 -5.7899 -0.0189 0.0015 0.0440 0.119
H -4.3460 -2.1754 5.2043 0.0166 -0.0143 -0.0015 0.100
H 3.1924 1.6387 -3.4452 -0.0034 0.0221 -0.0464 0.071
H 3.9827 3.9955 2.2795 -0.0358 -0.0165 0.0193 0.033
H 1.2057 2.1579 -4.6388 0.0688 0.0003 -0.0654 0.118
H 3.6726 0.7724 -4.9281 -0.0277 0.0575 0.0064 0.116
H -5.7115 -3.1711 0.7244 -0.0051 -0.0217 0.0670 0.111
H -5.5423 -0.6885 0.4699 -0.0170 0.0133 0.0024 0.110
H 1.2288 4.2391 2.4106 0.0462 0.0180 0.0169 0.045
H 1.0186 4.4236 0.6515 0.1286 -0.0599 -0.0023 0.043
H 2.7379 1.7691 3.5662 -0.0069 0.0311 0.0108 0.044
H 1.8689 0.4597 2.7300 -0.0527 0.0878 -0.0653 0.016
H -0.0149 3.2894 1.5733 0.0669 -0.1090 -0.0036 -0.002
H -3.3125 0.3001 0.0186 -0.0395 0.0061 -0.0485 0.080
H 3.4080 -0.7207 -2.7885 -0.1041 -0.1034 0.0704 0.129
H -0.1658 -0.7576 2.3922 -0.0263 -0.0626 0.0561 0.061
H 3.8776 4.3152 0.5365 -0.0773 -0.0540 -0.0233 0.031
H -3.6884 1.6732 3.4430 0.0308 0.0269 -0.0085 0.114
H 3.6126 0.6794 2.4594 0.0047 0.1023 -0.0734 0.041
H -2.1351 -2.9173 4.3505 -0.0051 0.0087 0.0007 0.116
H -0.2659 0.0271 -4.1659 -0.0274 -0.0662 0.1256 0.129
H 4.8333 2.9466 1.1244 -0.0605 -0.0681 -0.0153 0.030
H -3.6239 -4.5271 0.6309 0.0053 0.0007 -0.0206 0.091
```
Positions in Å, forces in eV/Å.

=====

(2)
Formula: C18H24BBrMoN7OS2
Source: the Open Molecules 2025 dataset
Level of theory: ωB97M-V/def2-TZVPD

Summary:
DFT total energy: -125754.24335 eV
Charge: +3
Strongest force on any atom: 0.5 eV/Å
Spin multiplicity: 3
HOMO energy (alpha / beta): -0.635 / -0.636 hartree

Structure (XYZ):
```
55
Properties=species:S:1:pos:R:3:forces:R:3:lowdin_charge:R:1
Mo 0.4187 -0.0407 -0.1470 0.0795 0.2528 0.3854 1.092
Br 1.3036 -4.9826 -4.5885 0.0169 -0.1134 -0.1058 0.978
S 0.5995 2.2111 -0.4250 -0.0117 -0.1459 -0.0554 0.767
S 0.8137 -0.2579 2.0744 -0.1304 0.0398 0.2863 0.740
O -6.5161 -0.8565 1.4546 -0.0015 0.0047 0.0119 -0.090
N -1.5742 -0.3100 0.1193 -0.0030 0.0299 -0.0119 -0.015
N 3.1833 1.1515 1.7215 0.1785 -0.0353 -0.1488 -0.002
N 0.6783 -1.5013 -1.6092 0.0759 -0.3903 -0.2447 -0.145
N 2.0342 1.8350 -2.7140 0.3120 -0.0383 0.1181 -0.097
N 2.1874 1.4920 3.6349 0.0500 -0.0443 -0.0380 -0.090
N 3.1721 1.2121 -0.9292 0.2610 -0.2600 0.0072 0.006
N -3.7973 -0.4166 1.1283 -0.0279 0.0778 -0.0364 -0.025
C 0.9905 2.4007 -3.5737 -0.0943 0.0823 -0.0376 0.022
C 1.9713 1.6504 -1.3626 -0.2883 0.3669 -0.2062 -0.710
C -2.6438 -0.3412 0.6109 0.1777 -0.1038 0.0358 -0.166
C -6.1067 0.2300 0.6590 0.0375 0.0022 0.0024 -0.166
C 1.0537 -3.5903 -3.4141 -0.0033 0.0486 0.0771 -0.664
C 3.3311 2.2547 3.6310 0.0512 -0.0263 -0.0448 0.032
C 3.2785 1.5076 -3.1249 0.0890 -0.1184 0.1139 0.043
C -5.6746 -1.9725 1.2916 0.0081 0.0103 0.0124 -0.167
C 2.1270 0.8338 2.4706 -0.1087 -0.1079 0.0587 -0.631
C 3.9788 1.0933 -2.0119 -0.1019 0.1696 -0.1606 -0.002
C -0.3812 -2.1573 -2.1556 -0.0330 0.0340 -0.0384 -0.093
C -0.2328 -3.1898 -3.0459 -0.0228 0.0882 0.0451 -0.055
C 3.9515 2.0387 2.4433 -0.0674 0.0063 0.0624 0.019
C 1.9258 -1.8973 -1.9786 -0.0326 -0.0806 -0.0356 -0.095
C -4.2805 -1.6591 1.8140 -0.0363 -0.0162 -0.0008 -0.045
C 1.2390 1.3945 4.7484 -0.0668 -0.0089 0.0353 0.020
C 2.1493 -2.9191 -2.8640 -0.0183 0.0749 0.0476 -0.051
C -4.7499 0.7404 1.1244 -0.0832 -0.0148 0.0061 -0.045
B 3.6213 0.4367 0.4282 -0.2501 0.3536 -0.0859 -0.382
H 1.5785 2.0536 5.5410 0.0065 0.0071 -0.0084 0.112
H 3.0631 -0.6377 0.3801 -0.1499 -0.0579 0.0136 0.061
H -5.6317 -2.2746 0.2380 0.0065 -0.0071 -0.0045 0.139
H 2.7555 -1.3831 -1.5156 0.0229 0.0095 0.0063 0.090
H 1.3505 2.3780 -4.5979 0.0011 -0.0048 0.0058 0.114
H -1.3644 -1.8194 -1.8569 0.0538 -0.0372 -0.0134 0.103
H -4.3600 1.5188 0.4714 0.0168 -0.0070 -0.0016 0.139
H -4.8085 1.1065 2.1496 0.0095 -0.0040 -0.0028 0.146
H 3.6072 2.8615 4.4763 0.0092 0.0180 -0.0155 0.153
H 3.5896 1.5931 -4.1534 -0.0046 -0.0003 0.0014 0.158
H -6.0646 -0.0575 -0.3987 -0.0034 0.0027 -0.0049 0.139
H -6.8437 1.0221 0.7767 -0.0102 -0.0052 0.0023 0.150
H 0.2501 1.7081 4.4214 0.0065 0.0024 -0.0005 0.100
H 1.2079 0.3742 5.1245 0.0140 0.0017 -0.0108 0.108
H -1.1068 -3.6825 -3.4481 0.0079 0.0006 -0.0101 0.130
H 0.0803 1.8107 -3.4980 0.0113 -0.0069 0.0236 0.097
H 4.9872 0.7245 -1.9291 0.0115 0.0162 -0.0021 0.149
H 4.8049 0.3666 0.3730 0.0352 -0.0940 -0.0337 0.103
H 4.8836 2.4173 2.0623 -0.0028 0.0230 0.0111 0.149
H -4.3088 -1.4400 2.8813 -0.0039 0.0096 0.0005 0.147
H -3.5769 -2.4667 1.6205 0.0073 0.0083 -0.0123 0.138
H 0.7892 3.4310 -3.2873 0.0105 -0.0094 0.0162 0.112
H -6.0952 -2.7911 1.8730 -0.0113 0.0031 -0.0045 0.150
H 3.1615 -3.2036 -3.1142 0.0000 -0.0056 -0.0104 0.131
```
Positions in Å, forces in eV/Å.

=====

> Which of these has the highest charge?

C18H24BBrMoN7OS2